Arrangement one

DFT (ωB97M-V/def2-TZVPD) results for one molecule with the formula C3H4ClF.

## Properties
**Orbital gap**: 10.75 eV
**Net charge**: 0
**E_LUMO**: 0.78 eV
**E_HOMO**: -9.973 eV

Element x y z (Å)
F  -1.6041  0.7199  0.2575
C  -0.3604  0.1880  -0.1295
Cl  0.3838  -1.3897  0.4473
C  0.8422  1.1443  0.1671
C  0.3406  0.8618  -1.2313
H  1.6912  0.4438  0.4343
H  0.6273  2.1488  0.4363
H  0.7853  -0.0648  -1.5651
H  -0.1268  1.4533  -2.0658

Results of the natural (NBO) charge analysis, in e, for atoms 1 through 8: -0.330, 0.350, -0.052, -0.454, -0.482, 0.243, 0.237, 0.232



Arrangement two

DFT (ωB97M-V/def2-TZVPD) results for C3H4ClF as an isolated structure.

## Properties
**Orbital gap**: 9.40 eV
**Net charge**: 0
**E_LUMO**: 0.18 eV
**E_HOMO**: -9.223 eV

Element x y z (Å)
C  -1.0244  -0.3167  0.5370
C  -0.1296  0.4431  -0.4356
C  1.1540  -0.0473  -0.5796
H  -0.5885  0.1643  2.0101
H  -2.2928  -0.2310  0.0252
H  -0.0108  -1.4837  0.3410
H  1.8874  0.3571  -1.1612
F  1.6305  -0.7534  0.5978
Cl  -0.6257  1.8678  -1.3346

Results of the natural (NBO) charge analysis, in e, for atoms 1 through 8: -0.694, -0.129, 0.140, 0.239, 0.285, 0.304, 0.189, -0.355



Tell me which of them is the least stable. Sure, it is arrangement two.



Arrangement one

DFT (ωB97M-V/def2-TZVPD) results for a 11-piece molecular cluster, C33H88O11 overall.

## Properties
**Orbital gap**: 9.76 eV
**Net charge**: 0
**E_LUMO**: 0.31 eV
**E_HOMO**: -9.453 eV

Element x y z (Å)
C  -22.3542  -8.7963  -22.7876
C  -21.0273  -8.6311  -22.0790
C  -19.7739  -8.8895  -22.9181
O  -20.8717  -7.3147  -21.5468
H  -22.4088  -9.7774  -23.2626
H  -22.5537  -7.9960  -23.5045
H  -23.1960  -8.7562  -22.0905
H  -20.9993  -9.3469  -21.2458
H  -18.9113  -8.8173  -22.2579
H  -19.7022  -8.1516  -23.7208
H  -19.8088  -9.8631  -23.4155
H  -21.5682  -6.7278  -21.8876
C  -15.1103  -8.9430  -20.8314
C  -13.7814  -8.7954  -21.5740
C  -12.8538  -7.8492  -20.8344
O  -13.1020  -10.0686  -21.6385
H  -14.8687  -9.3298  -19.8410
H  -15.8153  -9.6099  -21.3268
H  -15.6028  -7.9756  -20.7170
H  -13.8726  -8.4847  -22.6205
H  -11.8758  -7.7947  -21.3050
H  -12.7740  -8.1672  -19.7946
H  -13.3033  -6.8507  -20.8602
H  -13.3295  -10.4979  -22.4676
C  -21.9951  -6.0745  -16.9266
C  -20.9602  -5.6564  -17.9689
C  -21.6093  -4.9159  -19.1241
O  -20.0060  -4.8647  -17.3006
H  -22.7722  -6.7416  -17.3049
H  -22.4703  -5.2200  -16.4430
H  -21.5026  -6.6325  -16.1243
H  -20.4934  -6.5683  -18.3716
H  -22.3004  -4.1379  -18.7810
H  -22.1532  -5.5748  -19.8037
H  -20.8850  -4.3594  -19.7288
H  -19.3636  -4.5440  -17.9629
C  -15.5351  -5.0620  -19.0568
C  -16.7596  -4.7201  -18.2071
C  -16.4767  -3.6436  -17.1602
O  -17.8458  -4.3094  -19.0269
H  -14.7367  -5.5082  -18.4535
H  -15.0034  -4.2014  -19.4758
H  -15.8336  -5.7600  -19.8375
H  -17.0330  -5.6129  -17.6267
H  -16.3212  -2.6603  -17.6053
H  -15.5538  -3.9422  -16.6604
H  -17.3190  -3.5966  -16.4714
H  -17.8482  -4.8611  -19.8362
C  -18.2088  -4.7894  -26.5892
C  -17.9797  -5.6758  -27.8156
C  -19.2065  -5.6013  -28.7158
O  -16.8434  -5.2058  -28.5135
H  -18.8226  -5.2711  -25.8275
H  -18.6961  -3.8579  -26.8918
H  -17.2812  -4.4479  -26.1251
H  -17.8255  -6.6932  -27.4374
H  -19.9996  -6.2702  -28.3661
H  -19.0298  -5.9673  -29.7333
H  -19.5908  -4.5870  -28.8126
H  -16.8210  -5.5349  -29.4139
C  -19.2738  -4.3042  -22.4955
C  -18.3060  -5.4673  -22.3811
C  -16.8744  -5.0912  -22.6403
O  -18.4125  -6.1049  -21.0951
H  -18.9277  -3.4466  -21.9079
H  -20.2927  -4.5302  -22.1869
H  -19.2592  -3.9586  -23.5344
H  -18.6292  -6.2472  -23.0799
H  -16.4531  -4.4816  -21.8384
H  -16.8195  -4.5437  -23.5853
H  -16.1885  -5.9304  -22.7649
H  -19.2613  -6.5846  -21.0860
C  -23.4823  -3.1532  -22.1072
C  -23.7982  -4.6271  -22.3958
C  -24.9077  -4.7579  -23.4235
O  -22.6114  -5.2964  -22.8106
H  -23.4443  -2.5681  -23.0269
H  -22.5633  -3.0289  -21.5383
H  -24.2822  -2.7667  -21.4664
H  -24.1467  -5.0822  -21.4665
H  -25.7652  -4.1903  -23.0559
H  -25.1896  -5.7995  -23.5740
H  -24.5899  -4.3329  -24.3770
H  -22.3171  -4.9459  -23.6820
C  -22.6051  -5.5781  -26.7394
C  -22.1039  -4.1606  -26.5818
C  -23.0739  -3.0393  -26.9248
O  -21.8137  -4.0086  -25.1533
H  -22.9102  -5.8042  -27.7607
H  -23.4160  -5.7874  -26.0409
H  -21.7896  -6.2567  -26.4815
H  -21.1249  -4.0347  -27.0475
H  -23.4805  -3.1441  -27.9409
H  -22.6384  -2.0494  -26.8376
H  -23.9873  -3.1667  -26.3395
H  -21.1804  -3.2701  -25.1063
C  -18.6218  -8.7388  -18.5911
C  -19.4231  -8.9549  -17.3119
C  -19.7793  -10.4078  -17.0768
O  -18.5847  -8.5375  -16.2253
H  -18.2909  -7.7170  -18.7879
H  -19.1751  -9.0468  -19.4855
H  -17.6987  -9.3189  -18.5160
H  -20.3412  -8.3562  -17.3127
H  -20.4554  -10.7637  -17.8596
H  -20.3333  -10.5580  -16.1503
H  -18.8740  -11.0149  -17.0624
H  -18.7700  -7.6332  -15.9614
C  -16.4310  -8.4648  -24.2710
C  -15.7210  -8.3196  -25.5997
C  -15.2475  -6.8796  -25.7761
O  -14.6630  -9.2720  -25.6730
H  -15.8958  -8.1221  -23.3877
H  -16.7212  -9.5040  -24.0891
H  -17.3904  -7.9419  -24.3014
H  -16.4616  -8.4966  -26.3904
H  -16.1166  -6.2292  -25.7880
H  -14.6768  -6.7565  -26.7001
H  -14.5785  -6.5916  -24.9613
H  -14.2105  -9.0832  -26.5043
C  -18.3923  -0.6233  -24.2404
C  -19.8878  -0.8256  -24.4484
C  -20.7002  0.4499  -24.5305
O  -20.1041  -1.6799  -25.5844
H  -17.9348  -0.0364  -25.0436
H  -17.8868  -1.5835  -24.1577
H  -18.1455  -0.0895  -23.3193
H  -20.2316  -1.4055  -23.5873
H  -20.3049  1.1496  -25.2662
H  -20.7988  0.8678  -23.5267
H  -21.7360  0.2288  -24.8015
H  -19.5207  -1.3806  -26.2914

Results of the Löwdin charge analysis, in e, for atoms 1 through 8: -0.046, -0.462, -0.053, -0.080, 0.083, 0.073, 0.085, 0.130



Arrangement two

DFT (ωB97M-V/def2-TZVPD) results for a 11-piece molecular cluster, C33H88O11 overall.

## Properties
**Orbital gap**: 9.77 eV
**Net charge**: 0
**E_LUMO**: 0.49 eV
**E_HOMO**: -9.287 eV

Element x y z (Å)
C  1.3769  -0.7951  0.0528
C  0.1160  -0.9571  -0.8279
C  -1.1651  -0.5135  -0.1232
O  0.2032  -0.1656  -2.0128
H  1.2744  -1.4320  0.9378
H  1.4929  0.2450  0.3755
H  2.2773  -1.1148  -0.4381
H  -0.0413  -2.0260  -1.0710
H  -2.0181  -0.5618  -0.7932
H  -1.0620  0.5243  0.2068
H  -1.3803  -1.1056  0.7840
H  1.1519  -0.0872  -2.2407
C  1.2051  1.6669  -4.2482
C  2.5168  0.9396  -4.5155
C  3.6923  1.8467  -4.6694
O  2.7068  0.0974  -3.4201
H  0.4441  0.8931  -4.0777
H  0.8597  2.3078  -5.0614
H  1.2454  2.2961  -3.3529
H  2.3577  0.2929  -5.3970
H  4.5705  1.2448  -4.8932
H  3.8866  2.4165  -3.7626
H  3.6071  2.5573  -5.5012
H  3.6451  -0.0877  -3.3193
C  -2.7481  0.2947  -3.7082
C  -3.0720  -1.1598  -3.7341
C  -3.6837  -1.7368  -4.9564
O  -1.8618  -1.9432  -3.4842
H  -2.0797  0.5429  -4.5140
H  -2.2915  0.5990  -2.7760
H  -3.6432  0.9001  -3.8553
H  -3.6840  -1.3360  -2.8410
H  -3.0511  -1.5119  -5.8057
H  -4.7051  -1.3347  -5.1003
H  -3.7795  -2.8182  -4.8379
H  -1.1948  -1.4020  -3.0561
C  -2.8191  -1.3036  3.5679
C  -3.2031  -1.3940  5.0421
C  -3.1472  -2.7789  5.5330
O  -2.2896  -0.5837  5.7794
H  -1.8135  -1.7279  3.4321
H  -2.8542  -0.2824  3.1597
H  -3.4930  -1.9860  3.0286
H  -4.2109  -0.9718  5.2338
H  -3.3855  -2.8703  6.5868
H  -2.1413  -3.1667  5.3560
H  -3.8135  -3.4282  4.9572
H  -2.5625  -0.6132  6.7053
C  7.1559  -1.0347  -1.7014
C  5.9585  -1.6425  -2.4167
C  4.9000  -1.9127  -1.4086
O  5.4444  -0.6343  -3.3107
H  7.4823  -1.6824  -0.8949
H  6.7752  -0.1565  -1.1690
H  8.0242  -0.7325  -2.3043
H  6.2492  -2.5310  -2.9979
H  4.0646  -2.4783  -1.8060
H  4.5189  -0.9592  -1.0263
H  5.3235  -2.4833  -0.5835
H  6.1870  -0.3020  -3.8217
C  -3.2749  2.4500  1.7531
C  -2.8613  3.7731  2.3619
C  -3.6637  4.9840  1.9121
O  -2.9677  3.7029  3.7454
H  -2.8584  2.3068  0.7394
H  -4.3523  2.3245  1.7391
H  -2.8596  1.6329  2.3396
H  -1.8129  3.9352  2.1043
H  -3.7550  4.9785  0.8133
H  -3.1732  5.9204  2.2134
H  -4.6695  4.9625  2.3429
H  -2.3319  3.0273  4.0456
C  -1.5625  3.4310  -2.2273
C  -0.2392  3.8374  -1.6735
C  -0.2789  4.9450  -0.6385
O  0.4147  2.6688  -1.0200
H  -1.5881  2.7802  -3.1095
H  -2.1597  4.3016  -2.5568
H  -2.2349  2.9897  -1.5084
H  0.3767  4.1814  -2.5293
H  0.6193  4.9889  -0.0156
H  -1.1766  4.7607  -0.0518
H  -0.4235  5.8750  -1.1855
H  0.2286  1.8280  -1.4736
C  3.8895  1.8076  -0.4708
C  3.6882  3.2454  -0.1544
C  3.6427  4.2696  -1.2999
O  2.5380  3.4012  0.6776
H  3.9341  1.2154  0.4468
H  4.8804  1.6374  -0.9486
H  3.1837  1.3646  -1.1767
H  4.4686  3.5279  0.5325
H  4.5501  4.2612  -1.8847
H  3.5146  5.2531  -0.8467
H  2.8455  4.0202  -1.9942
H  1.7655  3.0699  0.1915
C  2.4440  -4.5499  -0.0334
C  1.8844  -4.3761  1.3829
C  0.3858  -4.6305  1.5198
O  2.5381  -5.3117  2.2506
H  2.1638  -3.6802  -0.6126
H  2.1045  -5.4816  -0.5207
H  3.5266  -4.5583  0.0916
H  2.0952  -3.3631  1.7216
H  -0.1957  -3.9616  0.8482
H  -0.0164  -4.5074  2.5282
H  0.1255  -5.6664  1.2529
H  2.3703  -6.2038  1.9114
C  0.3880  2.1023  2.8758
C  0.1563  1.0824  3.9341
C  1.1912  0.9768  4.9619
O  -1.0864  1.4399  4.5008
H  0.2660  3.0677  3.3730
H  -0.3366  1.9788  2.0660
H  1.3991  2.0587  2.4599
H  0.1389  0.0978  3.4083
H  1.2109  1.8955  5.5297
H  2.1877  0.8198  4.5929
H  1.0379  0.1984  5.7155
H  -1.4108  0.6605  5.0264
C  -3.1399  -3.9786  0.7314
C  -4.5782  -3.5986  1.0156
C  -5.5749  -4.2798  0.0965
O  -4.8400  -3.9603  2.3690
H  -2.9797  -5.0603  0.7322
H  -2.5226  -3.4997  1.4901
H  -2.7716  -3.5731  -0.2150
H  -4.6645  -2.5080  0.9065
H  -5.5780  -5.3686  0.1500
H  -5.3493  -3.9933  -0.9245
H  -6.5751  -3.8880  0.3188
H  -5.8097  -3.9591  2.4493

Results of the Löwdin charge analysis, in e, for atoms 1 through 8: -0.015, -0.440, -0.029, -0.096, 0.072, 0.075, 0.050, 0.131



Tell me which of them is the least stable. Sure, it is arrangement two.



Arrangement one

DFT (ωB97M-V/def2-TZVPD) results for one molecule with the formula C3H2Cl2F2.

## Properties
**Orbital gap**: 11.37 eV
**Net charge**: 0
**E_LUMO**: 0.76 eV
**E_HOMO**: -10.608 eV

Element x y z (Å)
C  0.6225  -0.5371  1.2257
C  -0.1342  0.2354  0.4825
F  -0.9079  1.1944  1.0599
C  -0.2910  0.1380  -1.1425
F  0.2846  -1.0243  -1.5481
Cl  0.5268  1.4839  -1.9190
Cl  -2.0404  0.1849  -1.4284
H  0.5821  -0.2843  2.2983
H  1.3574  -1.3910  0.9715

Results of the natural (NBO) charge analysis, in e, for atoms 1 through 8: -0.477, 0.347, -0.323, 0.241, -0.315, 0.029, 0.020, 0.228



Arrangement two

DFT (ωB97M-V/def2-TZVPD) results for a 2-piece molecular cluster, C3H2Cl2F2 overall.

## Properties
**Orbital gap (alpha / beta)**: 9.79 / 7.90 eV
**Net charge**: 0
**E_LUMO (alpha / beta)**: -0.15 / -0.93 eV
**E_HOMO (alpha / beta)**: -9.942 / -8.828 eV

Element x y z (Å)
C  -1.1702  0.1114  0.2606
C  -1.3137  -1.1698  0.3910
C  1.5720  0.9947  -0.2125
F  -2.5302  -1.7071  0.7257
F  2.2913  -0.1804  -0.1329
Cl  -0.0217  -2.2665  0.1567
Cl  1.5136  1.4861  -1.8043
H  -1.8783  0.9181  0.0955
H  1.5373  1.8136  0.5202

Results of the natural (NBO) charge analysis, in e, for atoms 1 through 8: -0.188, 0.198, 0.151, -0.319, -0.328, 0.044, 0.042, 0.202



Tell me which of them is the least stable. Sure, it is arrangement two.



Arrangement one

DFT (ωB97M-V/def2-TZVPD) results for a 2-piece molecular cluster, C6H9O3PS overall.

## Properties
**Orbital gap (alpha / beta)**: 7.79 / 7.32 eV
**Net charge**: 0
**E_LUMO (alpha / beta)**: -1.32 / -1.46 eV
**E_HOMO (alpha / beta)**: -9.105 / -8.773 eV

Element x y z (Å)
C  -3.1604  0.0932  -0.9454
C  -1.8230  0.1895  -1.2715
C  -3.4005  -0.5459  0.2068
C  -1.0211  -0.4423  -0.3713
C  1.5902  -2.0438  0.2990
C  1.7263  2.3396  1.1604
O  2.6911  0.0884  -1.9022
O  2.0371  -0.7477  0.4629
O  2.2586  1.7202  -0.0278
P  1.8696  0.3244  -0.6995
S  -1.9292  -1.2137  0.8522
H  -3.9097  0.5149  -1.4622
H  -1.4068  0.7050  -2.0743
H  -4.3253  -0.6684  0.8005
H  0.4344  -2.0207  -0.0429
H  1.5820  -2.7323  1.1690
H  2.0335  -2.6974  -0.3972
H  0.9427  2.9255  0.7608
H  2.5884  2.7245  1.6751
H  1.2220  1.4871  1.8075

Results of the natural (NBO) charge analysis, in e, for atoms 1 through 8: -0.258, -0.376, -0.409, -0.286, -0.279, -0.245, -1.009, -0.791



Arrangement two

DFT (ωB97M-V/def2-TZVPD) results for a 2-piece molecular cluster, C6H9O3PS overall.

## Properties
**Orbital gap (alpha / beta)**: 8.34 / 8.34 eV
**Net charge**: 0
**E_LUMO (alpha / beta)**: -0.75 / -0.75 eV
**E_HOMO (alpha / beta)**: -9.094 / -9.095 eV

Element x y z (Å)
C  -3.1894  0.3780  -0.8934
C  -1.8029  0.6727  -1.2259
C  -3.3721  0.0475  0.4063
C  -1.0767  0.0650  -0.2535
C  1.8549  -2.6667  -0.1597
C  1.5832  2.1352  1.1032
O  2.5632  0.0362  -1.2280
O  1.7665  -1.5047  0.6570
O  1.9283  0.8438  1.1715
P  1.6531  -0.1057  -0.0861
S  -1.8902  -0.3796  1.1184
H  -4.0167  0.7280  -1.5380
H  -1.3074  1.0678  -2.1643
H  -4.2986  -0.0750  1.0281
H  1.7039  -2.3023  -1.2027
H  1.0647  -3.3809  -0.0015
H  2.7437  -3.2198  0.0672
H  1.9298  2.7647  1.9521
H  0.3742  2.2918  1.1856
H  1.7885  2.6039  0.0636

Results of the natural (NBO) charge analysis, in e, for atoms 1 through 8: -0.253, -0.360, -0.458, -0.383, -0.255, -0.272, -1.043, -0.806



Tell me which of them is the least stable. Sure, it is arrangement one.